Entry 1:
{
  "formula": "C2H3FIrO3",
  "method": "ωB97M-V with the def2-TZVPD basis set",
  "homo_lumo_gap_ev": [9.328, 6.608],
  "de_lowest_kj_mol": 0.0,
  "s2": 6.01,
  "multiplicity": 5,
  "charge": 3,
  "elements": ["H", "O", "C", "C", "F", "H", "O", "Ir", "O", "H"],
  "coordinates": [[-0.9222, -2.4472, 0.2327], [0.9131, -1.5894, 0.0997], [-0.3006, -1.5430, 0.1396], [-1.0301, -0.2150, -0.0996], [-1.8603, 0.0061, 0.9370], [-1.6429, -0.2959, -1.0102], [0.0805, 0.7969, 0.0364], [1.9149, 0.1130, 0.1328], [-0.5609, 1.6926, -0.8121], [-0.0275, 2.0109, -1.5582]],
  "forces_ev_per_angstrom": [[-0.097, -0.285, 0.255], [0.219, -1.407, 0.275], [-0.967, -0.732, -0.500], [-3.025, -1.906, 3.770], [1.300, -0.198, -1.315], [0.563, 0.782, -0.644], [-2.939, 1.825, -2.861], [4.541, 0.595, 0.546], [-1.007, 0.588, 1.238], [1.413, 0.739, -0.764]]
}

=====

Entry 2:
{
  "formula": "C35H45F32N2O7",
  "method": "ωB97M-V with the def2-TZVPD basis set",
  "homo_lumo_gap_ev": 5.132,
  "charge": -1,
  "elements": ["C", "C", "N", "C", "C", "C", "C", "C", "C", "O", "C", "C", "N", "C", "C", "C", "C", "C", "O", "O", "H", "H", "H", "H", "H", "H", "H", "H", "H", "H", "H", "H", "H", "H", "H", "H", "H", "H", "H", "H", "H", "H", "H", "H", "H", "H", "H", "H", "H", "C", "C", "C", "F", "F", "F", "F", "O", "C", "C", "F", "F", "F", "F", "H", "H", "H", "H", "C", "C", "C", "F", "F", "F", "F", "O", "C", "C", "F", "F", "F", "F", "H", "H", "H", "H", "C", "C", "C", "F", "F", "F", "F", "O", "C", "C", "F", "F", "F", "F", "H", "H", "H", "H", "C", "C", "C", "F", "F", "F", "F", "O", "C", "C", "F", "F", "F", "F", "H", "H", "H", "H"],
  "coordinates": [[-1.1078, 8.3677, -3.4883], [0.0577, 8.4608, -4.2561], [1.3788, 8.0540, -3.7948], [1.5084, 8.2291, -2.3339], [1.3102, 9.6923, -1.8258], [0.7422, 9.6058, -0.3435], [1.9652, 9.6323, 0.6616], [1.8822, 11.0040, 1.4337], [3.1698, 11.3384, 2.2426], [3.6337, 10.2581, 3.0425], [4.8372, 9.6698, 2.5494], [1.4201, 6.5698, -4.0708], [2.6714, 5.9425, -3.6701], [2.4964, 4.8385, -2.7351], [1.5875, 3.6603, -3.2392], [0.7476, 3.1605, -1.9934], [-0.0718, 1.8505, -2.2863], [1.2770, 6.4117, -5.6427], [2.1482, 6.9442, -6.3367], [0.2963, 5.7680, -6.0998], [-1.6228, 7.3839, -3.3919], [-1.6078, 9.2226, -2.9962], [0.0061, 8.8193, -5.3104], [0.8793, 7.4839, -1.7835], [2.5600, 7.9471, -2.0787], [2.2739, 10.2509, -1.7603], [0.6378, 10.3105, -2.4494], [0.1161, 8.6998, -0.2335], [0.0724, 10.4791, -0.1662], [1.9218, 8.7589, 1.3443], [2.9444, 9.5868, 0.1378], [0.9857, 10.9965, 2.0968], [1.6555, 11.7651, 0.6488], [3.9211, 11.7369, 1.5247], [2.9301, 12.1814, 2.9367], [5.4804, 10.3622, 1.9690], [5.3994, 9.3063, 3.4390], [4.5683, 8.7993, 1.9124], [0.5398, 6.1389, -3.5318], [3.2601, 5.7057, -4.4602], [2.1390, 5.1658, -1.7290], [3.5100, 4.4012, -2.5474], [0.8394, 3.9499, -4.0071], [2.1468, 2.7844, -3.6288], [1.5077, 2.9484, -1.1996], [0.1058, 3.9749, -1.5900], [-1.1304, 2.0473, -2.0034], [0.0441, 1.5062, -3.3302], [0.2640, 1.0526, -1.5905], [1.0058, -2.6517, 0.6444], [0.8182, -1.1506, 0.3528], [0.9059, -0.2115, 1.5576], [-0.0309, -0.4794, 2.4909], [0.7057, 1.0665, 1.1602], [-0.3412, -0.9740, -0.3163], [1.8108, -0.7951, -0.5095], [-0.1701, -3.4478, 0.7981], [-0.7945, -3.4765, 2.0365], [-2.1871, -2.8410, 2.0137], [-2.1462, -1.5725, 1.5747], [-2.7217, -2.8095, 3.2654], [0.0125, -2.9296, 2.9650], [-0.9097, -4.7868, 2.3673], [1.4833, -3.0665, -0.2445], [1.7174, -2.8284, 1.4522], [1.8928, -0.2658, 2.0265], [-2.8638, -3.3999, 1.3661], [-2.5116, -6.6917, 0.2039], [-3.7775, -5.8549, -0.0664], [-4.9702, -6.6102, -0.6573], [-4.6916, -7.1674, -1.8502], [-6.0027, -5.7540, -0.8587], [-3.4468, -4.7886, -0.8277], [-4.1791, -5.3469, 1.1359], [-1.4854, -6.6593, -0.7869], [-1.5857, -7.5038, -1.8857], [-1.7845, -6.7440, -3.2030], [-2.8734, -5.9515, -3.1545], [-1.9664, -7.6180, -4.2222], [-2.5431, -8.4250, -1.6660], [-0.4141, -8.1904, -1.9324], [-2.0360, -6.2460, 1.0788], [-2.7489, -7.7123, 0.5081], [-5.3134, -7.3946, 0.0237], [-0.9204, -6.1216, -3.4243], [4.5293, -7.4087, -1.6128], [3.2481, -6.6330, -1.9716], [2.1445, -7.4273, -2.6708], [2.5428, -7.9438, -3.8492], [1.0909, -6.6178, -2.9446], [3.5847, -5.5376, -2.6868], [2.7275, -6.1717, -0.7962], [5.6312, -7.3100, -2.5116], [5.6556, -8.1481, -3.6223], [5.5319, -7.3780, -4.9400], [4.4126, -6.6298, -4.9729], [5.4705, -8.2399, -5.9820], [4.7239, -9.1116, -3.4929], [6.8516, -8.7749, -3.5980], [4.9022, -6.9517, -0.6953], [4.3216, -8.4456, -1.3444], [1.7845, -8.2416, -2.0396], [6.3898, -6.7163, -5.0802], [-4.9473, -4.0004, 8.4425], [-6.2074, -3.1336, 8.2593], [-7.4578, -3.8493, 7.7452], [-7.2738, -4.4045, 6.5325], [-8.4766, -2.9623, 7.6183], [-5.9026, -2.0735, 7.4816], [-6.5136, -2.6249, 9.4888], [-3.9853, -3.9942, 7.3918], [-4.1868, -4.8424, 6.3068], [-4.4436, -4.0788, 5.0061], [-5.4990, -3.2452, 5.1177], [-4.7234, -4.9401, 3.9959], [-5.1596, -5.7320, 6.5931], [-3.0500, -5.5600, 6.1705], [-4.4112, -3.5644, 9.2865], [-5.1890, -5.0162, 8.7592], [-7.7779, -4.6293, 8.4423], [-3.5728, -3.4854, 4.7226]],
  "forces_ev_per_angstrom": [[-0.129, -0.260, 0.110], [-0.080, 0.938, -0.090], [-1.964, -1.820, 0.166], [0.894, 0.123, 0.318], [-0.673, -0.276, 0.954], [0.949, 0.336, -0.718], [-0.985, 0.599, 0.374], [0.088, -0.916, -0.052], [-1.203, 1.049, -0.257], [0.707, 0.608, -0.727], [-0.141, -0.811, 0.363], [0.607, 0.069, -1.527], [-0.489, 0.135, 1.153], [0.706, -1.030, -0.596], [-1.351, -0.117, 1.384], [0.962, -0.580, -0.436], [0.056, 0.582, 1.120], [-1.309, -0.562, -0.768], [1.136, 0.481, 0.298], [-0.060, -0.095, 1.109], [1.479, 0.239, 1.582], [-0.685, -0.113, -1.863], [0.721, 0.972, 1.040], [0.171, 0.790, -0.269], [-0.679, 0.043, -0.379], [-0.561, -0.488, -0.300], [0.267, -0.632, 0.155], [0.400, 0.435, -0.054], [0.498, -0.535, 0.082], [0.088, 0.627, -0.168], [-0.662, -0.057, 0.083], [0.618, -0.105, -0.318], [0.504, -0.197, 0.684], [-0.069, -0.541, 0.505], [0.218, -0.522, -0.398], [-0.448, -0.194, 0.358], [-0.282, 0.192, -0.653], [0.374, 0.427, 0.227], [0.749, -0.064, -0.376], [-0.320, 0.144, -0.040], [0.053, 0.143, -0.830], [-0.617, 0.354, -0.033], [0.723, 0.176, 0.178], [-0.058, 0.614, 0.143], [-0.635, 0.097, -0.334], [0.347, -0.451, -0.464], [0.523, -0.349, -0.641], [-0.272, 0.241, 0.519], [-0.165, 0.377, -0.673], [0.506, -0.571, -0.342], [-0.630, -0.470, -0.403], [0.218, 0.799, 0.159], [0.056, -0.053, -0.089], [0.063, -0.175, -0.197], [-0.011, 0.049, 0.255], [0.260, 0.027, 0.381], [-0.568, 0.714, 0.552], [1.515, -0.163, -0.534], [-0.716, 0.275, -0.444], [0.156, -0.161, 0.024], [0.581, 0.015, -0.290], [-0.443, -0.085, 0.347], [-0.450, 0.031, 0.132], [-0.179, 0.115, -0.076], [-0.166, 0.217, 0.125], [0.024, -0.139, -0.078], [0.156, -0.160, 0.033], [0.524, -0.098, 0.591], [0.734, 0.185, -0.349], [-0.797, 0.031, -0.027], [0.042, 0.050, 0.105], [0.169, 0.112, 0.184], [-0.172, -0.063, -0.059], [-0.206, -0.350, 0.067], [-0.670, 0.002, -0.719], [0.061, -0.175, 1.454], [0.067, 0.400, -0.616], [0.073, -0.118, 0.163], [0.097, -0.220, 0.234], [0.080, -0.128, -0.460], [-0.522, -0.190, -0.178], [-0.105, 0.142, -0.183], [-0.216, 0.019, -0.260], [0.139, 0.031, 0.096], [0.014, -0.061, 0.124], [0.455, -0.122, 0.656], [0.691, 0.447, -0.282], [-0.586, -0.220, -0.122], [0.039, 0.084, 0.106], [0.630, 0.520, 0.039], [-0.169, -0.087, -0.077], [-0.197, -0.346, 0.030], [-0.671, -0.071, -0.765], [0.009, -0.234, 1.329], [0.059, 0.388, -0.588], [0.123, -0.059, 0.133], [0.107, -0.188, 0.223], [0.117, -0.069, -0.414], [0.065, 0.164, -0.340], [-0.058, 0.173, -0.131], [-0.187, 0.024, -0.247], [0.150, 0.058, 0.117], [0.073, -0.096, 0.147], [0.554, -0.141, 0.573], [0.721, 0.373, -0.358], [-0.745, -0.010, -0.007], [0.018, 0.063, 0.126], [0.178, 0.101, 0.172], [-0.192, -0.097, -0.063], [-0.219, -0.358, 0.073], [-0.779, -0.046, -0.645], [0.101, -0.200, 1.206], [0.100, 0.503, -0.464], [0.079, -0.098, 0.145], [0.137, -0.236, 0.227], [0.066, -0.118, -0.388], [0.019, 0.135, -0.336], [-0.068, 0.178, -0.124], [-0.219, 0.037, -0.214], [0.135, 0.021, 0.075], [-0.223, -0.381, 0.526]]
}

=====

Entry 3:
{
  "formula": "C14H15Br2F9INO5",
  "method": "ωB97M-V with the def2-TZVPD basis set",
  "homo_lumo_gap_ev": 2.272,
  "charge": -2,
  "elements": ["C", "C", "C", "I", "N", "C", "C", "C", "F", "F", "C", "F", "F", "C", "F", "F", "C", "F", "F", "F", "C", "O", "O", "C", "Br", "C", "C", "Br", "H", "H", "H", "H", "H", "H", "H", "H", "H", "H", "H", "H", "H", "H", "H", "C", "O", "O", "O"],
  "coordinates": [[2.4563, -0.3118, 2.0485], [3.0995, -1.2269, 1.0151], [2.2284, -2.3042, 0.3988], [1.6141, -3.7073, 1.9061], [1.0327, -1.6601, -0.1867], [1.3042, -0.7051, -1.2936], [0.8186, 0.7248, -0.9575], [-0.3170, 1.1361, -1.8420], [0.1080, 1.1484, -3.1518], [-1.3290, 0.2014, -1.8029], [-0.9793, 2.5470, -1.5975], [-0.4641, 3.4068, -2.4966], [-2.3208, 2.4604, -1.8339], [-0.8130, 3.2694, -0.2301], [0.4296, 3.5946, -0.0809], [-1.5557, 4.3937, -0.3527], [-1.3256, 2.5145, 1.0498], [-0.3599, 2.2515, 1.8787], [-2.2552, 3.2205, 1.6750], [-1.8967, 1.3459, 0.6993], [0.0422, -2.5760, -0.5594], [0.1616, -3.6123, -1.1477], [-1.1595, -2.1143, -0.1433], [-2.2861, -2.9006, -0.4187], [-2.7193, -2.9146, -2.3131], [-3.3829, -2.2878, 0.4353], [-4.0674, -1.0574, -0.1087], [-4.6991, -3.6762, 0.7900], [2.8273, -0.4859, 3.0533], [1.3716, -0.3920, 2.0387], [2.7344, 0.7142, 1.7900], [4.0144, -1.6795, 1.3932], [3.4001, -0.5786, 0.1965], [2.7694, -2.8889, -0.3435], [2.3699, -0.6560, -1.4603], [0.8590, -1.0828, -2.2125], [1.6365, 1.4440, -1.0486], [0.5270, 0.7133, 0.0821], [-2.1038, -3.9345, -0.1541], [-2.9056, -2.0402, 1.3768], [-3.3339, -0.3825, -0.5372], [-4.8213, -1.3140, -0.8455], [-4.5634, -0.5379, 0.7068], [3.4758, 3.0041, 1.1515], [3.6697, 2.2424, 0.1036], [3.2917, 2.4035, 2.3032], [3.4167, 4.2912, 1.0269]],
  "forces_ev_per_angstrom": [[-0.083, -0.418, -0.268], [-0.026, -0.109, 0.075], [-0.084, 1.033, -0.342], [-0.052, -0.187, 0.224], [0.146, -0.730, -0.030], [-0.155, 0.517, 0.328], [0.189, -0.230, -0.262], [-0.120, -0.105, -0.157], [-0.232, -0.105, 0.240], [0.168, 0.272, -0.054], [-0.202, -0.254, -0.046], [-0.063, 0.042, -0.029], [0.186, -0.054, -0.102], [-0.761, -0.482, -0.145], [1.399, 0.327, 0.291], [-0.241, 0.400, 0.027], [-0.032, -0.277, -0.544], [0.637, -0.013, 0.403], [-0.456, 0.420, 0.307], [-0.216, -0.307, -0.203], [0.122, 0.130, 0.018], [0.100, -0.307, -0.024], [-0.389, 0.205, -0.174], [0.290, 0.197, 0.282], [-0.141, -0.033, -0.202], [-0.038, 0.105, -0.229], [-0.139, 0.076, 0.163], [-0.197, -0.140, 0.194], [-0.025, -0.109, 0.165], [-0.222, -0.130, 0.069], [0.127, 0.557, 0.367], [0.081, -0.127, -0.013], [0.311, 0.183, -0.229], [-0.007, -0.272, 0.005], [0.249, -0.089, -0.022], [-0.083, -0.001, -0.100], [0.280, 0.189, 0.185], [-0.128, 0.179, 0.280], [0.105, -0.129, -0.072], [-0.023, -0.224, 0.226], [0.128, 0.073, -0.122], [0.071, -0.012, -0.210], [-0.062, 0.054, 0.089], [-0.476, 0.217, 0.240], [-0.221, -0.276, -0.364], [0.181, 0.736, -0.405], [0.106, -0.792, 0.171]]
}

=====

Entry 4:
{
  "formula": "C6H12O",
  "method": "ωB97M-V with the def2-TZVPD basis set",
  "homo_lumo_gap_ev": 10.323,
  "smiles": "C1=CCC1.COC",
  "de_lowest_kj_mol": 266.8,
  "elements": ["C", "C", "C", "C", "H", "H", "H", "H", "H", "H", "C", "O", "C", "H", "H", "H", "H", "H", "H"],
  "coordinates": [[-0.3117, -0.7772, 1.7260], [0.9840, -0.6937, 2.0389], [1.4298, -1.5925, 0.9054], [-0.0818, -1.6686, 0.5244], [-1.2150, -0.3490, 2.1545], [1.5373, -0.1712, 2.8153], [2.0670, -1.1265, 0.1463], [1.8718, -2.5478, 1.2114], [-0.5290, -2.6681, 0.5671], [-0.3089, -1.2024, -0.4395], [-0.4553, 1.8912, -0.2409], [0.1586, 1.0888, -1.2165], [-0.6656, 0.9176, -2.3390], [0.2453, 1.9898, 0.5905], [-1.3826, 1.4279, 0.1345], [-0.7022, 2.8890, -0.6379], [-0.1444, 0.2512, -3.0306], [-1.6333, 0.4650, -2.0659], [-0.8640, 1.8765, -2.8440]],
  "forces_ev_per_angstrom": [[0.040, 0.057, 0.121], [-0.092, 0.030, 0.072], [0.174, -0.076, -0.060], [-0.124, -0.085, -0.126], [0.158, -0.072, -0.040], [-0.110, -0.084, -0.104], [-0.090, -0.049, 0.106], [-0.055, 0.145, -0.057], [0.071, 0.138, 0.013], [0.006, -0.111, 0.148], [-0.080, 0.189, 0.223], [0.063, 0.029, -0.013], [-0.113, -0.066, -0.257], [-0.122, 0.014, -0.118], [0.138, 0.063, -0.078], [0.054, -0.141, 0.038], [-0.089, 0.098, 0.069], [0.143, 0.056, -0.020], [0.028, -0.137, 0.083]]
}

=====

Entry 5:
{
  "formula": "C3H9NO",
  "method": "ωB97M-V with the def2-TZVPD basis set",
  "homo_lumo_gap_ev": 10.754,
  "smiles": "C=NCC.O",
  "de_lowest_kj_mol": 165.0,
  "elements": ["C", "N", "C", "C", "H", "H", "H", "H", "H", "H", "H", "O", "H", "H"],
  "coordinates": [[-0.8349, -1.2171, -1.2841], [-0.8687, -0.2636, -0.4667], [-0.6977, -0.3260, 0.9709], [-0.4681, 1.0859, 1.5245], [-0.7216, -2.2721, -1.1098], [-0.8925, -0.9759, -2.3667], [-1.5917, -0.7674, 1.5243], [0.0973, -0.9333, 1.3538], [-0.0332, 0.9991, 2.5313], [0.2727, 1.5877, 0.8931], [-1.4235, 1.6562, 1.6052], [2.3190, 0.5148, -0.9167], [1.5113, 0.0026, -0.8727], [2.1936, 1.3150, -0.3871]],
  "forces_ev_per_angstrom": [[0.036, 0.520, -0.929], [0.117, 0.264, -0.037], [-1.665, 0.047, 1.253], [-0.322, -0.117, 0.333], [0.123, -0.638, 0.711], [-0.147, 0.027, 0.646], [0.662, 0.486, -1.067], [0.882, -0.700, -0.476], [-0.200, 0.121, -0.196], [-0.368, 0.188, 0.115], [0.869, -0.243, -0.304], [0.564, 0.278, 0.056], [-0.371, 0.172, 0.100], [-0.179, -0.405, -0.206]]
}

=====

Entry 6:
{
  "formula": "C9H14",
  "method": "ωB97M-V with the def2-TZVPD basis set",
  "homo_lumo_gap_ev": [10.305, 6.380],
  "de_lowest_kj_mol": 2.3,
  "s2": 0.77,
  "multiplicity": 2,
  "charge": 1,
  "elements": ["C", "C", "H", "H", "H", "H", "H", "H", "C", "C", "C", "C", "C", "C", "C", "H", "H", "H", "H", "H", "H", "H", "H"],
  "coordinates": [[0.1120, -3.2754, -0.7944], [-1.3819, -3.4586, -1.0532], [0.5337, -2.6273, -1.5641], [0.2350, -2.7896, 0.1796], [0.6193, -4.2336, -0.7255], [-1.7802, -4.1633, -0.3207], [-1.5847, -3.8524, -2.0467], [-1.9167, -2.5182, -0.9158], [-0.9764, 2.3775, 2.1449], [1.0198, 0.2550, -0.2402], [1.5814, 1.2566, -1.0705], [0.1896, 0.5988, 0.7819], [-0.1109, 1.9699, 1.0142], [1.3091, 2.6172, -0.8457], [0.4672, 2.9730, 0.1734], [1.2698, -0.7803, -0.4279], [2.2168, 0.9637, -1.8969], [-0.2472, -0.1553, 1.4233], [1.7685, 3.3485, -1.4970], [-0.4945, 3.1972, 2.6828], [-1.1175, 1.5441, 2.8298], [0.2442, 4.0170, 0.3517], [-1.9563, 2.7354, 1.8171]],
  "forces_ev_per_angstrom": [[-0.552, 0.295, 0.238], [0.082, -0.205, 0.405], [0.324, -0.225, -0.020], [0.145, -0.007, -0.026], [0.213, 0.056, -0.288], [-0.134, 0.014, -0.114], [-0.015, 0.047, -0.026], [-0.069, 0.005, -0.167], [0.458, -0.403, 0.157], [-0.001, -0.319, 0.156], [-0.026, -0.055, -0.031], [0.069, -0.092, -0.184], [-0.321, 0.175, 0.304], [-0.184, 0.286, 0.129], [0.439, 0.089, -0.589], [-0.063, -0.007, 0.016], [0.028, 0.012, 0.030], [0.006, 0.017, 0.005], [-0.087, 0.105, 0.096], [-0.100, 0.135, -0.013], [-0.153, 0.050, 0.013], [-0.066, -0.033, 0.080], [0.006, 0.061, -0.172]]
}

=====

| no. | calculated total energy (Eh) | strongest force on any atom (eV Å⁻¹) |
| --- | --- | --- |
| 1 | -506.0481 | 5.20 |
| 2 | -5192.3998 | 2.68 |
| 3 | -7317.9644 | 1.47 |
| 4 | -310.9576 | 0.30 |
| 5 | -249.6509 | 2.08 |
| 6 | -351.0081 | 0.74 |